{"formula": "C5H8N", "method": "ωB97M-V/def2-TZVPD", "species": ["C", "C", "C", "C", "C", "N", "H", "H", "H", "H", "H", "H", "H", "H"], "positions_angstrom": [[-1.292237, -0.663037, 0.854068], [-2.388844, 0.213047, 0.300132], [0.758464, 0.546512, -0.479508], [-0.443069, 0.124871, -0.094925], [2.010030, -0.134383, -0.056785], [-1.573470, 0.808865, -0.493351], [-0.801114, -0.417829, 1.856427], [-1.452914, -1.756184, 0.709197], [-3.477257, 0.292602, 0.363475], [0.785219, 1.315015, -1.218679], [2.287651, -1.142890, -0.480532], [1.875097, -0.253023, 1.047098], [2.767150, 0.649088, -0.397601], [-1.738512, 1.569021, -1.196711]], "forces_ev_per_a": [[1.096, -0.750, 1.723], [-0.642, -0.501, 0.507], [-0.565, -2.736, 0.100], [1.894, 0.826, -1.458], [1.023, 1.118, 0.088], [-2.370, 2.224, -1.531], [-1.589, -0.547, -0.719], [0.310, 0.836, 0.116], [0.445, 0.081, 0.085], [0.041, 0.558, -0.336], [-0.678, 1.190, 0.101], [0.979, 0.130, -0.733], [-0.170, -1.544, 1.216], [0.226, -0.886, 0.841]], "mulliken_charge": [-0.377, -0.127, -0.255, 0.200, -0.951, 0.009, 0.294, 0.317, 0.396, 0.351, 0.299, 0.277, 0.294, 0.273], "fmax_ev_per_a": 3.59, "relative_energy_kj_mol": 262.5, "e_homo_ev": -14.261, "total_charge": 1, "orbital_gap_ev": 9.18}

***

{"formula": "C5H7N", "method": "ωB97M-V/def2-TZVPD", "species": ["C", "C", "N", "C", "C", "C", "H", "H", "H", "H", "H", "H", "H"], "positions_angstrom": [[-0.238121, 1.610684, -1.349230], [-1.021248, 1.346175, -0.337507], [-1.534362, 0.923066, 0.694645], [-0.746871, -0.264304, 1.161650], [-0.014306, -1.047580, 0.108550], [1.309850, -1.099365, 0.021954], [0.718965, 2.066262, -1.121585], [-0.447974, 1.255110, -2.348114], [-1.409193, -0.958266, 1.684179], [-0.030380, 0.129859, 1.890846], [-0.629180, -1.649917, -0.560625], [1.941031, -0.426157, 0.600049], [1.810329, -1.821875, -0.614943]], "forces_ev_per_a": [[-0.096, 0.176, -0.039], [0.101, -0.259, 0.225], [0.431, 0.112, -0.691], [0.098, -0.249, 0.265], [0.148, -0.216, 0.177], [-0.127, -0.065, 0.057], [-0.192, 0.280, -0.189], [-0.062, 0.120, 0.060], [-0.119, 0.246, 0.026], [-0.133, -0.112, -0.021], [0.099, -0.026, 0.171], [-0.098, -0.275, 0.120], [-0.050, 0.270, -0.162]], "mulliken_charge": [-0.813, 0.672, -0.566, -0.500, -0.093, -0.663, 0.277, 0.281, 0.260, 0.309, 0.325, 0.241, 0.271], "fmax_ev_per_a": 0.82, "relative_energy_kj_mol": 250.7, "e_homo_ev": -9.091, "smiles": "C=C=NCC=C", "orbital_gap_ev": 10.18}